No. 1
The following is a quantum chemistry calculation of C16H16N2O6ReS2 as an isolated structure, from the OMol25 dataset.

Geometry as ORCA input:
```
! wB97M-V def2-TZVPD RIJCOSX def2/J DEFGRID3
* xyz 2 2
Re -0.179 1.106 -0.859
O 0.732 -0.408 0.010
N 0.464 -0.543 1.369
C 1.185 0.136 2.206
C 0.744 0.740 3.453
C -0.506 1.192 3.648
C -1.690 0.709 2.833
C -1.446 0.785 1.287
S -2.295 0.810 -0.386
H 2.186 0.370 1.854
H 1.534 1.028 4.131
H -0.699 1.837 4.497
H -2.652 0.997 3.246
O -1.504 -0.725 2.801
C -1.026 -0.756 1.503
O -0.407 1.647 0.971
C -1.472 -2.030 0.808
C -1.980 -3.020 1.652
C -2.390 -4.244 1.148
C -2.302 -4.460 -0.209
C -1.811 -3.505 -1.076
C -1.391 -2.292 -0.562
N -2.748 -5.764 -0.764
O -2.640 -5.909 -1.960
O -3.179 -6.571 0.023
H -2.065 -2.846 2.713
H -2.780 -5.018 1.793
H -1.763 -3.720 -2.133
H -1.003 -1.571 -1.263
O -0.053 2.519 -2.173
S 0.877 3.626 -2.830
C 2.118 2.633 -3.666
C 2.962 2.039 -2.548
C 3.254 3.184 -1.576
C 2.020 4.106 -1.512
H 2.676 3.356 -4.271
H 1.615 1.937 -4.336
H 3.874 1.600 -2.951
H 2.422 1.216 -2.059
H 4.104 3.763 -1.936
H 3.516 2.820 -0.585
H 2.250 5.155 -1.705
H 1.446 4.073 -0.585
*
```

expectation value of S²: 0.763
HOMO-LUMO gap (alpha / beta): 6.33 / 6.57 eV
lowest unoccupied orbital energy (alpha / beta): -8.75 / -8.51 eV

natural (NBO) atomic charge list, values in e, 2 entries: 1.390 -0.530

No. 2
The following is a quantum chemistry calculation of a 2-piece molecular cluster, C5H14 overall at a distorted geometry, from the OMol25 dataset.

Geometry as ORCA input:
```
! wB97M-V def2-TZVPD RIJCOSX def2/J DEFGRID3
* xyz 0 1
C 1.824 -0.078 -1.160
C 1.853 -0.434 -2.624
H 1.317 -0.897 -0.640
H 2.812 -0.121 -0.698
H 1.361 0.840 -0.813
H 2.523 0.197 -3.220
H 2.289 -1.423 -2.802
H 0.864 -0.383 -3.091
C -1.169 -0.339 1.220
C -0.490 0.542 2.280
C -2.353 0.307 0.543
H -0.392 -0.692 0.543
H -1.464 -1.264 1.734
H 0.295 1.149 1.842
H -3.094 0.632 1.276
H -2.058 1.164 -0.061
H -0.095 -0.061 3.103
H -1.194 1.256 2.716
H -2.829 -0.395 -0.149
*
```

HOMO-LUMO gap: 12.30 eV
SMILES string: CCC.CC
lowest unoccupied orbital energy: 1.13 eV

natural (NBO) atomic charge list, values in e, 2 entries: -0.612 -0.609

Energy relative to the best compared isomer or geometry (same formula, charge and spin) (computed, kJ/mol): 0.00 24.34